[1]
This record from the Open Molecules 2025 dataset describes a molecular structure, C23H18LuN7O6 in a non-equilibrium geometry. The level of theory is ωB97M-V with the def2-TZVPD basis set.

```
55
Properties=species:S:1:pos:R:3:forces:R:3:lowdin_charge:R:1
Lu 0.320 0.483 0.530 -0.2 -0.4 -2.2 1.855
C -1.984 -0.961 -1.650 0.1 -0.1 0.1 -0.084
N -0.790 -1.445 -0.917 0.1 0.1 0.1 -0.091
C 0.216 -2.125 -1.768 -0.1 0.0 0.1 -0.084
C 1.575 -1.535 -1.580 0.1 0.0 -0.1 -0.295
N 1.832 -0.499 -0.802 0.5 0.3 0.2 -0.015
C 3.218 -0.248 -0.927 -0.2 0.1 0.2 -0.213
C 4.025 0.719 -0.333 0.1 0.0 0.1 -0.014
C 5.365 0.702 -0.656 0.1 -0.1 -0.1 -0.046
C 5.895 -0.248 -1.548 0.0 0.1 0.0 -0.039
C 5.101 -1.206 -2.144 0.0 0.0 0.0 0.018
C 3.756 -1.173 -1.802 -0.1 -0.4 -0.4 -0.161
N 2.673 -1.973 -2.200 0.2 0.0 0.1 0.205
C -2.118 0.522 -1.522 0.0 0.0 0.0 -0.293
N -1.341 1.254 -0.745 -0.1 0.7 0.2 -0.017
C -1.785 2.591 -0.890 0.2 -0.2 0.1 -0.210
C -1.335 3.770 -0.302 0.0 0.1 0.1 -0.013
C -1.986 4.933 -0.655 -0.1 0.0 -0.1 -0.045
C -3.057 4.931 -1.567 0.0 0.0 0.0 -0.039
C -3.510 3.766 -2.151 0.0 0.1 0.1 0.018
C -2.843 2.606 -1.780 -0.3 -0.3 -0.3 -0.160
N -3.020 1.266 -2.162 -0.1 0.2 0.0 0.206
H -1.919 -1.228 -2.705 0.0 0.0 0.0 0.135
H -2.885 -1.444 -1.269 0.0 0.0 0.1 0.149
H -1.103 -2.105 -0.215 0.0 0.0 0.0 0.130
H 0.244 -3.195 -1.555 0.0 0.0 0.0 0.149
H -0.062 -2.031 -2.818 0.0 0.0 0.0 0.137
H 3.651 1.459 0.364 -0.1 0.0 0.0 0.111
H 6.027 1.433 -0.214 0.0 0.0 0.0 0.121
H 6.953 -0.227 -1.771 0.0 0.0 0.0 0.123
H 5.512 -1.934 -2.830 0.0 0.0 0.0 0.128
H 2.713 -2.762 -2.828 0.0 0.0 0.0 0.189
H -0.528 3.805 0.420 0.1 -0.1 0.0 0.110
H -1.672 5.871 -0.219 0.0 0.0 0.0 0.121
H -3.541 5.867 -1.812 0.0 0.0 0.0 0.123
H -4.337 3.767 -2.848 0.0 0.0 0.0 0.128
H -3.724 0.916 -2.794 0.0 0.0 0.0 0.189
O -0.138 -0.548 2.271 0.0 0.1 1.0 -0.144
C 0.266 0.466 2.977 0.0 0.0 -0.4 -0.511
O 0.707 1.497 2.325 0.0 -0.2 0.9 -0.141
C 0.223 0.443 4.426 0.0 0.0 0.0 -0.108
C 0.661 1.559 5.138 0.0 -0.1 0.0 0.102
C 0.594 1.506 6.508 0.2 0.2 0.2 -0.081
C 0.123 0.407 7.199 0.0 0.0 0.0 0.129
C -0.293 -0.674 6.447 -0.2 -0.3 0.2 -0.082
C -0.261 -0.693 5.074 0.1 0.2 0.0 0.100
N -0.806 -1.881 7.148 0.1 -0.1 0.1 -0.342
O -1.163 -2.807 6.451 0.0 0.1 0.0 0.102
O -0.812 -1.850 8.355 0.0 0.1 -0.1 0.130
N 1.049 2.693 7.281 -0.2 0.2 0.1 -0.341
O 1.463 3.633 6.637 0.0 -0.1 0.0 0.105
O 0.938 2.639 8.482 0.1 -0.1 -0.1 0.130
H 1.042 2.443 4.649 0.0 0.0 0.0 0.141
H 0.082 0.397 8.279 0.0 0.0 0.0 0.149
H -0.603 -1.565 4.538 0.0 0.0 0.0 0.139
```
Forces are in eV/Å.

Output
orbital gap	0.3228	Eh
total charge	+2
ΔE to the lowest compared entry with this formula, charge and spin	0.0	kcal per mole
electronic energy	-2957.050045	Eh
HOMO	-14.87	eV



[2]
This record from the Open Molecules 2025 dataset describes a molecular structure, C52H56As2KN2O5P in a non-equilibrium geometry. The level of theory is ωB97M-V with the def2-TZVPD basis set.

```
119
Properties=species:S:1:pos:R:3:forces:R:3:lowdin_charge:R:1
K -0.150 -0.123 0.819 0.4 -1.4 -0.5 0.539
O -2.244 1.409 4.284 -0.1 0.1 0.0 -0.055
C -1.309 1.044 3.311 0.2 -0.2 0.1 -0.280
O -2.124 0.610 2.218 -0.3 0.1 0.1 -0.241
C -0.268 2.062 2.939 -0.1 0.0 0.1 -0.672
O 0.212 2.821 3.805 0.0 0.1 0.0 -0.045
O 0.171 1.964 1.729 0.1 1.0 0.4 -0.337
C -3.290 -0.347 -2.193 0.0 -0.1 0.0 -0.427
C -3.622 0.390 -0.895 0.0 0.0 0.0 -0.441
As -2.297 1.826 -0.569 -0.2 0.2 -0.2 1.319
C -3.146 3.096 -1.822 0.0 0.0 0.0 -0.369
C -2.485 3.487 -2.981 0.0 0.0 0.0 -0.119
C -3.080 4.353 -3.893 0.0 0.0 0.0 -0.101
C -4.351 4.848 -3.649 0.0 0.0 0.0 -0.115
C -5.021 4.475 -2.489 0.0 0.0 0.0 -0.099
C -4.422 3.610 -1.587 0.0 0.0 0.0 -0.113
C -2.950 2.557 1.102 0.0 0.0 -0.1 -0.345
C -3.265 1.539 2.144 0.1 0.0 0.0 -0.256
C -3.379 2.048 3.591 0.0 0.0 0.0 -0.234
C -3.303 3.520 3.760 0.0 0.1 0.0 -0.039
C -2.973 4.345 2.758 0.0 0.0 0.1 -0.092
C -2.757 3.848 1.413 0.0 0.0 0.0 -0.120
As -1.801 -1.643 -1.912 0.1 0.0 0.1 1.351
C -0.501 -1.103 -3.270 0.0 0.0 0.0 -0.382
C 0.328 -2.056 -3.859 0.0 0.0 -0.1 -0.138
C 1.365 -1.670 -4.696 0.0 0.0 0.0 -0.092
C 1.596 -0.324 -4.951 0.0 0.0 0.0 -0.104
C 0.788 0.632 -4.355 0.0 0.0 0.0 -0.102
C -0.247 0.243 -3.514 0.0 0.0 0.0 -0.112
C -2.646 -3.132 -2.864 -0.1 0.1 -0.1 -0.384
C -3.332 -4.071 -2.099 0.0 0.0 0.0 -0.123
C -4.024 -5.113 -2.704 0.0 0.0 0.0 -0.096
C -4.038 -5.227 -4.086 0.0 0.0 0.0 -0.112
C -3.369 -4.287 -4.860 0.0 0.0 0.0 -0.100
C -2.686 -3.243 -4.252 0.1 0.0 0.0 -0.109
H -3.054 0.340 -3.011 0.0 0.0 0.0 0.052
H -4.137 -0.954 -2.519 0.0 0.0 0.0 0.059
H -3.582 -0.295 -0.043 0.0 0.0 0.0 0.052
H -4.619 0.836 -0.932 0.0 0.0 0.0 0.063
H -1.483 3.124 -3.180 0.0 0.0 0.0 0.068
H -2.543 4.643 -4.788 0.0 0.0 0.0 0.095
H -4.817 5.528 -4.353 0.0 0.0 0.0 0.090
H -6.011 4.866 -2.284 0.0 0.0 0.0 0.094
H -4.939 3.339 -0.674 0.0 0.0 0.0 0.099
H -4.121 0.923 1.859 0.0 0.0 0.0 0.135
H -4.267 1.642 4.081 0.0 0.0 0.0 0.135
H -3.428 3.898 4.768 0.0 0.0 0.0 0.101
H -2.819 5.402 2.943 0.0 0.0 0.0 0.090
H -2.402 4.553 0.666 0.0 0.0 0.0 0.095
H 0.181 -3.108 -3.641 0.0 0.0 0.0 0.084
H 2.004 -2.426 -5.137 0.0 0.0 0.0 0.098
H 2.413 -0.023 -5.596 0.0 0.0 0.0 0.094
H 0.972 1.687 -4.522 0.0 0.0 0.0 0.094
H -0.843 1.003 -3.023 0.0 0.0 0.0 0.042
H -3.331 -3.981 -1.019 0.1 0.0 0.1 0.094
H -4.546 -5.838 -2.091 0.0 0.0 0.0 0.096
H -4.571 -6.042 -4.560 0.0 0.0 0.0 0.091
H -3.382 -4.364 -5.940 0.0 0.0 0.0 0.094
H -2.166 -2.514 -4.862 0.0 0.0 0.0 0.097
O -1.929 -2.349 1.704 -0.1 0.1 0.0 -0.127
C -1.297 -3.630 1.895 0.1 0.2 -0.1 -0.208
C -0.139 -3.834 0.991 0.1 -0.3 -0.1 -0.227
C -0.199 -4.445 -0.226 -0.1 0.0 0.1 -0.126
C 0.788 -4.291 -1.218 0.1 0.1 -0.1 -0.177
C 1.702 -3.229 -1.001 0.1 0.0 0.0 -0.158
C 1.825 -2.630 0.210 0.0 0.0 0.0 -0.123
N 1.151 -3.252 1.324 -0.1 0.3 0.0 -0.048
H -1.694 -1.733 2.412 -0.1 0.0 0.2 0.048
H -2.045 -4.390 1.650 0.0 0.0 0.0 0.108
H -1.040 -3.745 2.953 0.1 0.0 0.0 0.112
H -1.111 -4.986 -0.456 -0.1 0.0 -0.1 0.091
H 0.688 -4.756 -2.189 0.0 0.0 0.0 0.057
H 2.273 -2.811 -1.826 0.0 0.0 0.0 0.086
H 2.457 -1.788 0.447 -0.1 -0.1 -0.1 0.057
N 5.363 -5.036 9.419 0.0 0.0 0.0 0.105
C 4.816 -4.758 8.442 0.1 0.0 0.1 -0.228
C 4.147 -4.416 7.230 0.0 0.0 -0.1 -0.270
C 2.829 -4.835 6.999 0.0 0.0 0.0 -0.054
C 2.189 -4.522 5.824 0.0 0.0 0.0 -0.039
C 2.837 -3.775 4.811 0.1 0.0 0.0 -0.240
C 4.161 -3.344 5.069 0.0 0.0 0.0 -0.037
C 4.797 -3.659 6.246 -0.1 0.0 0.0 -0.053
C 2.204 -3.484 3.605 -0.1 0.0 -0.1 0.044
C 1.705 -3.383 2.490 0.1 -0.1 0.1 -0.025
H 2.312 -5.412 7.755 0.0 0.0 0.0 0.108
H 1.171 -4.849 5.660 0.0 0.0 0.0 0.110
H 4.673 -2.758 4.318 0.0 0.0 0.0 0.110
H 5.812 -3.320 6.414 0.0 0.0 0.0 0.109
C 3.922 0.076 -1.539 0.0 0.0 0.0 -0.128
C 3.463 1.524 -1.715 0.1 0.0 0.0 -0.569
C 4.660 2.460 -1.867 0.0 0.0 0.0 -0.125
P 2.206 1.924 -0.380 -0.1 0.0 0.1 1.096
C 1.906 3.727 -0.761 0.1 0.0 -0.1 -0.551
C 1.480 3.845 -2.229 0.0 0.0 0.0 -0.142
C 0.819 4.363 0.106 0.0 0.0 0.0 -0.122
C 3.330 1.886 1.128 0.1 0.1 0.0 -0.524
C 3.043 0.638 1.965 0.0 0.0 0.0 -0.119
C 3.284 3.112 2.038 0.0 0.0 0.0 -0.110
H 4.510 -0.253 -2.401 0.0 0.0 0.0 0.072
H 3.071 -0.601 -1.430 0.0 0.1 0.0 0.045
H 4.550 -0.037 -0.650 0.0 0.0 0.0 0.073
H 2.883 1.555 -2.643 0.0 0.0 0.0 0.067
H 5.254 2.504 -0.951 0.0 0.0 0.0 0.065
H 4.358 3.480 -2.110 0.0 0.0 0.0 0.054
H 5.324 2.110 -2.665 0.0 0.0 0.0 0.069
H 2.843 4.281 -0.631 0.0 0.0 0.0 0.089
H 0.657 3.153 -2.434 0.0 0.0 0.0 0.044
H 2.286 3.627 -2.931 0.0 0.0 0.0 0.052
H 1.116 4.856 -2.434 0.0 0.0 0.0 0.075
H -0.146 3.905 -0.118 0.0 0.0 0.0 0.040
H 0.760 5.434 -0.123 0.0 0.0 0.0 0.076
H 0.966 4.219 1.171 0.0 0.0 0.1 0.056
H 4.346 1.790 0.728 0.0 0.0 0.0 0.074
H 2.075 0.739 2.458 0.0 0.0 0.0 0.066
H 3.804 0.521 2.742 0.0 0.0 0.0 0.081
H 3.045 -0.269 1.354 0.0 0.1 0.1 0.032
H 2.316 3.176 2.540 0.0 0.0 0.0 0.056
H 3.484 4.043 1.502 0.0 0.0 0.0 0.060
H 4.051 3.006 2.812 0.0 0.0 0.0 0.074
```
Forces are in eV/Å.

Output
orbital gap	0.1496	Eh
total charge	-2
ΔE to the lowest compared entry with this formula, charge and spin	122.2	kcal per mole
electronic energy	-7913.496968	Eh
HOMO	-0.46	eV



[3]
This record from the Open Molecules 2025 dataset describes 2 unconnected molecules or ions with the total composition C4H9NO3 in a non-equilibrium geometry. The level of theory is ωB97M-V with the def2-TZVPD basis set.

```
17
Properties=species:S:1:pos:R:3:forces:R:3:lowdin_charge:R:1
O -2.458 0.173 -0.035 -0.1 0.5 -0.2 0.106
C -1.377 0.341 0.469 -0.1 -1.1 0.5 -0.465
N -0.257 0.518 -0.351 -0.3 0.6 0.3 0.148
C 1.078 0.590 -0.032 0.3 0.1 -0.8 -0.297
O 1.881 1.062 -0.807 -0.1 -0.1 0.2 0.037
C -1.170 0.169 1.955 0.7 0.7 -0.2 -0.166
C -0.681 -1.247 2.247 -1.5 -0.4 0.1 -0.083
H -0.525 0.892 -1.252 0.2 -0.2 -0.3 0.161
H 1.413 0.103 0.884 -0.3 0.1 0.4 0.134
H -2.115 0.391 2.445 -0.1 -0.3 -0.1 0.120
H -0.483 0.923 2.357 0.2 -0.1 -0.2 0.112
H 0.184 -1.605 1.714 0.6 0.3 0.0 0.065
H -0.593 -1.357 3.315 0.5 -0.2 0.3 0.073
H -1.477 -1.938 1.952 0.0 0.0 0.0 0.088
H 2.980 -1.189 -2.721 -0.2 0.4 0.2 0.036
H 1.735 -0.229 -2.604 0.6 0.1 0.2 -0.007
O 2.079 -1.026 -3.017 -0.3 -0.5 -0.4 -0.064
```
Forces are in eV/Å.

Output
orbital gap	0.4085	Eh
total charge	0
ΔE to the lowest compared entry with this formula, charge and spin	15.4	kcal per mole
structure (SMILES)	CCC(=O)NC=O.O
electronic energy	-438.304591	Eh
HOMO	-10.57	eV



[4]
This record from the Open Molecules 2025 dataset describes 2 unconnected molecules or ions with the total composition C4H9ClN in a non-equilibrium geometry. The level of theory is ωB97M-V with the def2-TZVPD basis set.

```
15
Properties=species:S:1:pos:R:3:forces:R:3:lowdin_charge:R:1
C 3.155 0.954 -0.077 0.6 2.2 0.9 -0.043
C -1.621 0.989 0.710 0.5 -1.5 -1.3 0.168
C 2.368 0.045 -0.597 1.6 -0.1 -0.4 -0.610
C -1.825 -1.008 -0.535 -2.4 2.0 1.1 -0.013
N -1.075 -0.128 0.394 0.9 0.2 -1.4 -0.017
Cl 1.756 -1.314 0.289 -0.3 0.0 0.1 0.714
H 3.678 1.738 -0.708 -0.9 -1.3 0.6 0.105
H 3.289 1.111 1.004 0.0 -0.3 -0.5 0.075
H -2.553 1.228 0.230 -0.6 -0.2 0.3 0.111
H -1.211 1.761 1.279 1.2 0.7 1.1 0.101
H 2.477 -0.087 -1.644 -0.8 -0.4 -0.9 0.059
H -2.858 -0.528 -0.683 1.5 -1.0 0.2 0.130
H -1.342 -1.047 -1.456 1.0 -0.1 -1.5 0.079
H -1.917 -1.966 -0.104 -0.1 -1.1 0.4 0.090
H 0.011 -0.469 0.376 -2.0 1.0 1.3 0.049
```
Forces are in eV/Å.

Output
orbital gap	0.3342	Eh
total charge	+1
ΔE to the lowest compared entry with this formula, charge and spin	28.1	kcal per mole
electronic energy	-672.421403	Eh
HOMO	-14.02	eV